Entry 1:
108
Properties=species:S:1:pos:R:3:forces:R:3:mulliken_charge:R:1 method="wB97M-V/def2-TZVPD" charge=+2 relative_energy_ev=0.000 total_energy_ha=-2126.2771 homo_energy_ev=-15.0 e_lumo_ev=-12.1
Al -2.0081 -4.2419 -1.7604 0.4 -0.3 0.3 1.029
C 1.2768 -0.8018 -1.7430 0.0 0.7 -0.2 -0.773
C 0.2110 -0.7847 -0.6748 3.0 -2.1 -2.6 1.774
C -0.5283 0.6608 -0.4710 -0.5 2.1 2.0 -0.369
O -0.6222 -1.6924 -0.7547 -1.7 -0.3 1.0 0.007
H 0.8420 -0.8447 -2.7482 -0.2 0.1 0.1 0.542
H 1.8402 -1.7369 -1.6714 0.1 0.1 0.3 -0.342
H 1.9231 0.0731 -1.7008 0.2 -0.1 0.1 0.192
H 0.6926 -0.8341 0.3862 -0.9 0.9 0.5 -0.705
H 0.2504 1.3230 -0.0912 0.3 -0.2 -0.4 0.076
H -1.2802 0.6529 0.3155 -0.3 -0.5 -0.3 -0.234
H -0.8776 0.9110 -1.4703 0.0 -0.4 -0.2 0.453
C 2.8757 2.9743 1.4281 -0.1 0.4 -0.3 0.046
C 2.2115 3.7725 2.5634 0.4 -0.8 -0.7 -0.805
C 0.7149 3.5053 2.6631 -0.5 0.8 0.5 -0.321
C 0.4291 2.0996 2.9163 0.1 0.6 -0.3 0.331
N 0.2368 0.9894 3.1098 -0.2 -1.0 -0.2 -0.409
H 2.6181 3.3656 0.4356 0.0 0.2 0.2 0.025
H 2.5873 1.9191 1.3842 0.2 0.0 0.4 -0.406
H 3.9533 3.0876 1.5352 0.0 -0.3 -0.1 0.398
H 2.4300 4.8207 2.3731 -0.3 0.1 0.3 0.377
H 2.6816 3.4716 3.4995 0.0 0.2 0.1 0.367
H 0.1407 3.8534 1.7985 0.2 -0.2 -0.2 0.025
H 0.2587 4.0709 3.4836 0.2 -0.1 0.1 0.428
C 1.8152 -4.3332 3.3626 0.6 -0.4 -0.3 -1.555
C 1.4390 -2.9031 3.0067 0.3 -0.3 -0.9 0.118
C -0.0450 -2.5766 2.7729 0.5 0.6 1.1 0.909
C -0.7430 -3.4318 1.8393 -0.2 0.2 0.3 0.273
N -1.3934 -4.0845 1.1564 0.1 -0.2 -0.9 -0.533
H 2.8580 -4.3583 3.6929 -0.2 0.2 0.5 0.442
H 1.9041 -4.9925 2.4926 -0.7 0.1 -0.1 0.242
H 1.1809 -4.8001 4.1128 0.0 0.1 0.1 0.386
H 1.9253 -2.6794 2.0447 0.2 0.1 0.2 -0.549
H 1.8492 -2.2273 3.7553 -0.3 0.2 0.0 0.598
H -0.1094 -1.5161 2.4861 -0.2 -0.2 -0.3 -0.756
H -0.5747 -2.5722 3.7330 -0.2 -0.3 -0.1 0.558
C 0.4300 3.3647 -2.7696 -0.3 0.4 0.4 -0.502
C 1.3490 4.5785 -2.8488 -0.4 0.2 1.1 -0.566
C 1.9398 4.7334 -4.2264 0.7 0.7 -0.4 -0.588
C 2.7350 3.5772 -4.6378 -0.3 0.3 0.0 0.273
N 3.3747 2.6841 -4.9571 0.2 -0.5 0.0 -0.429
H -0.2309 3.4062 -3.6375 0.2 -0.6 -0.1 0.369
H -0.2602 3.4123 -1.9180 0.2 0.1 0.2 0.091
H 1.0423 2.4656 -2.6760 -0.3 -0.2 -0.5 0.102
H 2.1249 4.5267 -2.0791 0.2 -0.2 -0.2 0.188
H 0.8023 5.4760 -2.5525 -0.1 0.1 -0.4 0.393
H 2.6224 5.5894 -4.2523 -0.1 0.0 0.1 0.348
H 1.1892 4.9571 -4.9867 -0.1 -0.2 0.1 0.322
C -5.1764 1.8253 0.3465 -0.2 -0.7 -0.3 -1.295
C -3.7159 2.1968 0.5455 -0.8 0.8 -0.1 1.571
C -3.5106 3.7305 0.6178 1.2 -1.0 -0.6 -0.294
C -3.4386 4.3118 -0.7235 -0.7 0.1 0.3 0.143
N -3.3821 4.7669 -1.7733 0.2 0.0 -0.4 -0.509
H -5.2345 0.7438 0.4865 -0.4 0.0 -0.1 0.214
H -5.5713 2.0486 -0.6467 0.3 0.1 -0.1 0.333
H -5.8746 2.2958 1.0389 0.3 0.0 0.3 0.410
H -3.1320 1.7938 -0.2865 0.1 0.0 0.0 -0.760
H -3.3692 1.7503 1.4750 0.2 0.1 0.0 -0.319
H -2.4847 3.8697 0.9788 -0.3 0.4 0.6 -0.021
H -4.2786 4.1791 1.2376 0.2 0.3 0.1 0.506
C -3.9081 -1.4591 1.6034 0.8 -0.3 0.7 -1.298
C -3.3325 -0.6651 2.7930 0.3 0.5 -1.5 0.632
C -3.5940 -1.3571 4.1214 0.1 -0.1 -0.2 -0.402
C -5.0230 -1.6072 4.3030 0.2 0.4 0.3 -0.044
N -6.1442 -1.8001 4.4287 -0.3 -0.1 -0.1 -0.391
H -3.3512 -2.4023 1.5925 -0.5 -0.3 0.1 0.468
H -3.6940 -1.0585 0.6089 -0.4 0.5 0.2 0.060
H -4.9654 -1.6154 1.8022 -0.1 -0.2 -0.6 0.527
H -3.7223 0.3537 2.7949 -0.4 -0.1 0.3 0.378
H -2.2662 -0.4994 2.5839 0.1 -0.3 0.6 -0.531
H -3.1956 -0.7423 4.9265 -0.1 -0.2 0.2 0.475
H -3.1407 -2.3527 4.1574 0.3 0.2 0.0 0.165
C 3.4958 -6.1426 0.1077 -0.4 1.1 0.0 -0.645
C 4.0297 -5.7821 -1.2970 0.1 -0.9 0.7 -0.712
C 3.4940 -4.4681 -1.8667 -0.4 -0.4 0.2 0.162
C 2.0329 -4.5143 -1.9884 -0.2 -0.1 -0.4 0.144
N 0.8901 -4.5726 -2.1079 -0.3 0.3 0.3 -0.297
H 4.1676 -5.8620 0.9195 0.3 -0.3 -0.1 0.302
H 3.1985 -7.1821 0.1817 0.2 -0.1 0.1 0.356
H 2.5999 -5.5392 0.3204 -0.1 -0.3 -0.1 -0.062
H 3.7700 -6.6285 -1.9328 0.0 0.3 -0.4 0.347
H 5.1179 -5.7297 -1.3006 0.0 0.0 0.0 0.382
H 3.9232 -4.3051 -2.8538 0.0 0.3 0.0 0.478
H 3.6975 -3.6425 -1.1801 0.3 0.1 -0.2 -0.361
C 4.8410 0.1357 0.0256 -0.4 -0.4 0.5 -1.555
C 3.9769 -0.8613 0.8091 0.3 0.4 -0.3 1.532
C 4.7767 -1.5796 1.9013 -0.3 -0.3 -0.1 0.085
C 5.5758 -0.7171 2.7634 -0.1 0.7 0.4 -0.002
N 6.1598 -0.0204 3.4684 -0.2 -0.2 -0.3 -0.404
H 5.7896 -0.3728 -0.1454 0.1 0.3 -0.3 0.433
H 5.0173 1.0262 0.6227 0.1 0.1 -0.1 0.328
H 4.3792 0.3908 -0.9269 0.1 0.2 0.0 0.419
H 3.5984 -1.5810 0.0745 0.0 -0.3 0.3 -0.780
H 3.1015 -0.4252 1.3153 0.1 0.3 -0.3 -0.251
H 5.4776 -2.3047 1.4820 -0.3 -0.2 -0.1 0.461
H 4.0201 -2.0643 2.5162 0.4 -0.5 0.3 -0.204
C -3.8223 0.2133 -3.2396 0.1 -1.3 -0.4 -0.731
C -3.8183 0.9837 -4.5442 -0.1 0.6 0.2 -0.690
C -4.4023 2.3877 -4.3215 -0.2 -0.1 0.2 0.402
C -5.8495 2.3339 -4.1278 -0.5 0.0 0.1 0.050
N -6.9820 2.2633 -3.9379 0.4 0.0 0.0 -0.446
H -3.1482 0.6534 -2.5093 -0.1 0.3 0.3 -0.026
H -3.4615 -0.8141 -3.4269 0.0 0.2 0.0 0.310
H -4.8287 0.0649 -2.8435 0.1 0.4 0.2 0.420
H -4.4055 0.4462 -5.2863 0.1 0.0 -0.2 0.355
H -2.7911 1.1068 -4.8903 0.0 -0.1 -0.2 0.336
H -4.2027 3.0958 -5.1239 0.2 -0.1 -0.1 0.378
H -3.9954 2.7906 -3.3896 0.1 0.2 -0.2 -0.373

Entry 2:
107
Properties=species:S:1:pos:R:3:forces:R:3:mulliken_charge:R:1 method="wB97M-V/def2-TZVPD" s2=0.7541 total_energy_ha=-1884.5189 spin_multiplicity=2 homo_energy_ev="-11.1 / -10.5" e_lumo_ev="0.0 / -1.7"
C -0.1206 0.1544 0.7521 0.0 -0.7 -0.5 0.977
C 1.2678 0.7398 0.8203 0.5 0.6 0.1 2.121
C 1.6447 1.4875 -0.4939 -0.3 0.2 0.4 -0.967
O 1.5274 1.4993 1.9614 0.0 -0.3 -1.1 -0.511
H -0.1560 -0.5131 -0.1089 0.0 0.0 -0.3 -0.429
H -0.8890 0.9064 0.5728 0.0 0.1 0.4 -0.155
H -0.3267 -0.5019 1.5977 -0.2 0.5 0.3 -0.609
H 2.0098 -0.0584 0.8015 0.3 -0.5 0.5 -0.903
H 0.8904 2.2549 -0.6677 0.1 0.2 -0.2 0.187
H 1.6330 0.7901 -1.3314 -0.2 -0.1 0.0 0.180
H 2.6382 1.9358 -0.4805 -0.1 0.1 0.3 0.031
C 6.3415 -0.8223 -0.2952 -0.3 -0.5 -0.4 -1.360
C 5.3649 0.3728 -0.3545 1.6 -0.5 -0.9 0.312
C 5.2510 1.1052 0.9487 -0.6 0.2 1.1 0.049
C 6.5006 1.6350 1.5335 -0.2 -0.2 -0.7 -0.018
N 7.4948 2.0090 1.9682 -0.1 0.0 0.1 -0.453
H 6.3989 -1.3466 -1.2490 0.0 0.3 -0.3 0.378
H 6.0458 -1.6332 0.3705 -0.3 0.2 0.5 0.254
H 7.3595 -0.5430 -0.0235 -0.1 0.2 0.1 0.428
H 4.4018 0.0856 -0.7763 -0.1 0.0 0.5 -0.199
H 5.7778 1.0580 -1.0949 0.0 0.1 -0.1 0.313
H 4.8546 0.4390 1.7149 -0.2 -0.1 0.1 0.098
H 4.5173 1.9066 0.8624 0.1 0.2 0.1 0.262
C -2.4829 -1.4873 -1.4392 -0.9 -0.5 0.8 0.852
C -3.3742 -2.4799 -2.1901 0.0 0.0 -0.5 -0.910
C -4.5136 -3.1643 -1.3604 -0.1 1.1 0.0 -0.337
C -5.5965 -2.2376 -0.8315 2.4 -1.7 -1.0 0.274
N -6.4150 -1.5567 -0.4321 -1.0 0.9 0.5 -0.532
H -1.7134 -1.0155 -2.0503 -0.2 -0.1 -0.1 -0.042
H -2.0228 -2.0017 -0.5955 0.4 0.0 0.0 -0.525
H -3.1250 -0.7426 -0.9688 0.1 0.4 -0.1 -0.032
H -2.7407 -3.2713 -2.5906 0.0 -0.3 0.2 0.342
H -3.7343 -1.9956 -3.0978 -0.5 0.1 0.1 0.360
H -4.0287 -3.6821 -0.5329 -0.3 0.1 0.2 0.084
H -5.0359 -3.9347 -1.9276 0.1 0.1 -0.2 0.487
C 0.8074 -2.6347 -2.5681 0.0 -0.3 0.9 -0.898
C 1.6201 -3.0159 -1.2904 -0.2 0.2 -0.9 -0.369
C 2.9839 -2.2756 -1.1494 -0.3 -0.8 -0.5 1.937
C 3.8794 -2.5977 -2.2865 0.9 -0.4 -1.1 0.078
N 4.5708 -2.9220 -3.1664 -1.2 0.6 1.5 -0.595
H -0.1283 -3.1937 -2.5799 -0.1 0.0 0.2 0.119
H 1.2710 -2.9016 -3.5178 0.4 0.3 0.2 0.511
H 0.5337 -1.5801 -2.5368 0.2 0.1 -0.3 0.057
H 1.7551 -4.0975 -1.2854 0.4 0.0 0.0 0.617
H 1.0215 -2.8155 -0.4017 0.0 0.3 0.1 -0.021
H 3.4878 -2.6149 -0.2443 0.0 0.1 0.0 -0.348
H 2.8558 -1.1969 -1.0592 -0.1 -0.1 -0.2 -1.153
C 3.1062 -3.1876 2.3804 0.1 1.1 -0.2 -0.858
C 3.2945 -3.2369 3.9027 -1.1 -0.1 -0.4 -0.594
C 1.9386 -3.1566 4.6666 0.1 -0.4 0.0 -0.662
C 1.1257 -1.9569 4.3868 1.7 -2.0 0.4 0.303
N 0.4907 -1.0467 4.1598 -1.1 1.6 -0.6 -0.320
H 2.2459 -3.7561 2.0270 -0.1 -0.1 0.2 0.308
H 3.9574 -3.4976 1.7744 0.3 -0.3 0.5 0.531
H 2.9728 -2.1466 2.0861 -0.4 0.1 -0.1 -0.016
H 3.8212 -2.3830 4.3286 0.7 -0.2 -0.5 0.316
H 3.8022 -4.1857 4.0759 0.0 0.2 0.8 0.340
H 2.1383 -3.1864 5.7377 0.0 0.1 0.0 0.399
H 1.2905 -4.0104 4.4686 0.1 -0.2 -0.1 0.278
C -4.0398 1.8465 -3.5653 0.1 -0.5 -0.1 -1.186
C -3.0326 2.8662 -3.0924 0.9 -0.1 0.2 -0.785
C -1.6474 2.2931 -2.5617 -1.0 0.3 0.0 1.716
C -0.9089 1.4400 -3.4905 -0.2 0.0 0.0 0.215
N -0.3363 0.7647 -4.2238 0.0 0.0 0.1 -0.637
H -4.2699 1.1284 -2.7782 0.0 -0.2 -0.1 0.108
H -3.6501 1.3639 -4.4616 0.1 -0.4 0.2 0.370
H -4.9781 2.2901 -3.8984 0.0 0.3 0.3 0.430
H -3.4395 3.4231 -2.2484 0.0 0.3 -0.1 0.399
H -2.8663 3.5218 -3.9472 0.3 0.4 0.3 0.426
H -1.8167 1.7466 -1.6339 -0.2 -0.4 -0.1 -0.761
H -0.9895 3.0960 -2.2292 -0.1 0.2 -0.3 -0.249
C 0.7891 5.0020 -3.2659 0.2 0.3 0.4 -0.832
C 1.5573 5.3385 -1.9981 0.8 0.2 0.0 -0.307
C 1.8204 6.8754 -1.8609 -0.3 -0.7 -0.6 -0.602
C 2.4500 7.3865 -3.1104 -1.1 -0.8 2.4 0.244
N 2.9564 7.7162 -4.0684 0.8 0.6 -1.7 -0.401
H 0.5940 3.9306 -3.3135 -0.1 0.1 -0.2 -0.009
H 1.3191 5.3135 -4.1660 -0.1 0.0 0.0 0.511
H -0.1354 5.5721 -3.1748 -0.3 -0.2 -0.5 0.272
H 2.5247 4.8378 -1.9578 0.1 -0.1 -0.2 0.287
H 1.0085 4.9198 -1.1546 -0.1 0.5 0.3 0.247
H 2.4628 7.1137 -1.0132 0.0 0.0 -0.1 0.344
H 0.8556 7.3638 -1.7242 0.1 0.3 0.0 0.298
C -4.0431 1.4166 0.8107 -1.2 0.9 0.6 -0.069
C -4.4734 2.3359 2.0336 0.6 -1.7 -1.3 -0.788
C -3.2410 3.0174 2.6105 -0.1 0.1 0.8 -0.499
C -2.2980 2.1215 3.3211 0.1 -0.1 -0.2 0.292
N -1.5370 1.4445 3.8623 -0.6 0.4 -0.3 -0.445
H -3.7710 2.0712 -0.0173 0.2 -0.2 -0.2 -0.061
H -4.9151 0.8310 0.5195 0.0 0.0 -0.2 0.257
H -3.2537 0.6941 1.0181 0.2 0.3 0.3 -0.077
H -5.0203 1.6672 2.6982 0.4 0.2 0.6 0.380
H -5.2104 3.0749 1.7192 0.2 0.1 -0.2 0.396
H -3.5295 3.7876 3.3257 0.0 0.1 0.1 0.360
H -2.7035 3.5354 1.8163 0.1 -0.1 -0.1 0.245
C -3.8163 -2.9530 2.0645 -0.7 1.0 -0.1 -1.275
C -2.3397 -2.9632 2.3059 0.1 -0.4 0.6 1.027
C -1.9394 -4.0707 3.3065 0.5 0.0 -0.4 -0.450
C -2.3974 -4.0225 4.7146 -0.2 0.8 0.0 0.184
N -2.7092 -3.9285 5.8226 0.2 -0.2 -0.9 -0.483
H -4.3913 -2.6649 2.9446 0.0 -0.1 0.1 0.473
H -4.2018 -3.9031 1.6947 0.1 -0.2 0.1 0.369
H -4.0332 -2.2106 1.2963 -0.2 0.1 0.0 0.056
H -1.8959 -2.0133 2.6037 -0.4 0.2 0.3 -0.089
H -1.8762 -3.1488 1.3369 0.4 -0.5 0.1 -0.257
H -0.8499 -4.0423 3.3247 0.1 -0.4 0.2 -0.073
H -2.2678 -5.0210 2.8856 0.1 -0.2 0.1 0.459